# 1
{"formula": "C11H22I2NO3P2Rh", "method": "ωB97M-V/def2-TZVPD", "elements": ["I", "I", "Rh", "P", "C", "C", "H", "H", "H", "H", "H", "H", "C", "H", "H", "H", "P", "C", "C", "H", "H", "H", "C", "H", "H", "H", "H", "H", "H", "C", "O", "O", "C", "C", "C", "C", "O", "N", "H", "H", "H", "H"], "xyz": [[-2.793, 1.327, -1.917], [-0.846, 1.261, -3.785], [-0.766, -0.699, 0.816], [-0.631, -2.306, -0.750], [-1.111, -3.654, 0.410], [-1.813, -2.393, -2.099], [-1.884, -3.432, -2.446], [1.238, -3.727, -1.179], [-1.395, -1.771, -2.899], [0.988, -2.450, -2.423], [-1.292, -3.233, 1.421], [-2.790, -2.022, -1.758], [1.008, -2.671, -1.353], [-2.023, -4.123, 0.009], [1.763, -2.042, -0.869], [-0.299, -4.394, 0.459], [-0.790, 3.222, -1.465], [-0.949, 3.730, 0.270], [0.980, 3.437, -1.833], [-1.560, 4.357, -3.513], [-1.183, 5.482, -2.189], [-2.705, 4.521, -2.146], [-1.645, 4.518, -2.431], [1.245, 3.121, -2.861], [1.199, 4.509, -1.669], [-0.689, 4.803, 0.296], [-0.244, 3.122, 0.860], [1.563, 2.836, -1.113], [-1.975, 3.521, 0.606], [-1.626, 0.591, 1.915], [-2.144, 1.343, 2.620], [2.499, -0.329, 0.518], [2.150, -0.874, 1.558], [3.084, -1.395, 2.659], [2.150, -1.947, 3.723], [0.742, -1.803, 3.129], [-0.315, -2.203, 3.602], [0.839, -1.151, 1.911], [3.756, -2.172, 2.250], [3.704, -0.571, 3.046], [2.352, -3.002, 3.979], [2.210, -1.337, 4.639]], "forces_ev_per_angstrom": [[-0.26, -0.69, -0.48], [-0.60, -0.81, -0.47], [-1.67, 1.00, -1.62], [0.01, -0.68, 0.60], [0.00, -0.01, -0.26], [0.19, -0.20, -0.30], [-0.14, 0.26, -0.07], [0.10, 0.14, -0.30], [-0.41, -0.08, -0.02], [0.38, -0.18, 0.01], [-0.10, -0.44, -0.42], [0.32, -0.17, -0.24], [0.35, -0.34, -0.50], [0.27, 0.05, 0.48], [-0.24, -0.15, -0.17], [-0.34, 0.16, 0.12], [0.86, 1.97, 0.26], [0.03, -0.39, -0.20], [0.41, -0.22, 0.12], [0.00, -0.06, 0.34], [-0.10, -0.13, 0.03], [0.28, 0.16, -0.10], [-0.15, -0.22, 0.01], [-0.19, 0.39, 0.66], [0.04, -0.43, -0.14], [-0.21, -0.43, 0.32], [-0.24, 0.41, -0.08], [-0.15, 0.26, -0.33], [0.31, 0.36, 0.05], [-1.45, 2.59, 2.80], [0.92, -1.50, -1.59], [-1.35, -0.83, 1.75], [2.19, 0.44, -0.62], [-0.03, -0.05, -0.21], [0.84, -0.35, 1.05], [1.31, 1.24, -2.51], [0.26, 0.09, 0.22], [-0.21, -1.39, 2.19], [-0.33, 0.42, 0.08], [-0.23, -0.28, -0.24], [-0.32, 0.46, -0.02], [-0.33, -0.38, -0.17]], "de_lowest_kj_mol": 242.2, "homo_lumo_gap_ev": [5.631, 4.373], "total_energy_ha": -2100.78074, "largest_force_ev_per_a": 4.08, "charge": 2, "homo_energy_ev": [-13.92, -14.89], "multiplicity": 5}

=====

# 2
{"formula": "C33H40O15", "method": "ωB97M-V/def2-TZVPD", "elements": ["C", "O", "C", "C", "C", "C", "C", "O", "C", "C", "C", "C", "C", "C", "C", "C", "O", "C", "O", "C", "C", "O", "C", "O", "C", "O", "C", "O", "C", "C", "O", "C", "C", "O", "C", "O", "C", "O", "C", "C", "C", "O", "C", "O", "C", "O", "C", "C", "H", "H", "H", "H", "H", "H", "H", "H", "H", "H", "H", "H", "H", "H", "H", "H", "H", "H", "H", "H", "H", "H", "H", "H", "H", "H", "H", "H", "H", "H", "H", "H", "H", "H", "H", "H", "H", "H", "H", "H"], "xyz": [[3.895, 6.619, 1.737], [4.548, 5.462, 1.269], [3.835, 4.320, 1.128], [2.477, 4.183, 1.408], [1.856, 2.965, 1.224], [2.563, 1.849, 0.770], [1.846, 0.589, 0.586], [0.534, 0.777, 0.344], [-0.313, -0.264, 0.171], [-1.646, 0.028, -0.104], [-2.139, 1.443, -0.253], [-2.575, 1.710, -1.666], [-3.628, 2.415, -2.066], [-3.914, 2.623, -3.525], [-4.602, 3.095, -1.149], [-2.532, -1.044, -0.272], [-3.820, -0.685, -0.529], [-4.791, -1.676, -0.834], [-5.010, -2.563, 0.210], [-5.867, -2.133, 1.270], [-5.250, -2.665, 2.573], [-4.049, -2.011, 2.891], [-6.015, -0.605, 1.274], [-6.844, -0.159, 2.323], [-6.691, -0.185, -0.044], [-8.048, -0.536, -0.015], [-6.045, -0.890, -1.260], [-5.729, -0.014, -2.298], [-2.108, -2.361, -0.147], [-0.779, -2.649, 0.134], [-0.402, -3.919, 0.258], [0.143, -1.587, 0.285], [1.532, -1.844, 0.589], [1.974, -2.998, 0.773], [2.377, -0.671, 0.689], [3.692, -0.863, 1.050], [4.491, -1.627, 0.185], [5.269, -0.722, -0.553], [6.162, -1.350, -1.460], [6.853, -0.257, -2.259], [7.181, -2.209, -0.685], [8.070, -2.860, -1.549], [6.426, -3.231, 0.174], [5.822, -4.163, -0.697], [5.348, -2.565, 1.044], [4.571, -3.588, 1.611], [3.925, 1.992, 0.488], [4.544, 3.208, 0.661], [4.659, 7.394, 1.769], [3.094, 6.930, 1.059], [3.488, 6.471, 2.742], [1.897, 5.016, 1.772], [0.806, 2.871, 1.455], [-2.963, 1.609, 0.442], [-1.329, 2.128, 0.007], [-1.922, 1.279, -2.414], [-3.134, 2.193, -4.147], [-4.865, 2.162, -3.792], [-3.988, 3.688, -3.743], [-4.614, 2.654, -0.156], [-4.338, 4.148, -1.045], [-5.605, 3.046, -1.568], [-4.428, -2.287, -1.673], [-6.861, -2.580, 1.126], [-5.933, -2.496, 3.409], [-5.094, -3.745, 2.460], [-3.414, -2.202, 2.189], [-5.022, -0.144, 1.354], [-6.383, -0.302, 3.156], [-6.586, 0.904, -0.168], [-8.394, -0.258, 0.845], [-6.787, -1.591, -1.656], [-4.957, 0.510, -2.032], [-2.794, -3.185, -0.255], [0.564, -3.925, 0.483], [3.881, -2.232, -0.512], [5.592, -2.015, -2.130], [7.622, -0.705, -2.881], [6.134, 0.268, -2.882], [7.311, 0.452, -1.576], [7.780, -1.556, -0.043], [7.598, -3.621, -1.915], [7.136, -3.757, 0.832], [5.182, -4.649, -0.156], [5.818, -1.960, 1.833], [3.623, -3.380, 1.495], [4.494, 1.157, 0.119], [5.592, 3.329, 0.440]], "forces_ev_per_angstrom": [[-0.13, 0.21, 0.09], [0.12, -0.31, -0.11], [-0.03, -0.27, -0.06], [0.15, 0.37, 0.07], [0.08, -0.33, -0.07], [-0.13, 0.32, 0.03], [0.68, -0.73, 0.09], [-0.06, 0.06, -0.03], [-0.69, -0.75, -0.07], [0.11, 0.25, 0.09], [-0.07, -0.05, -0.06], [0.01, 0.09, 0.10], [-0.04, 0.12, -0.16], [0.14, -0.07, 0.06], [0.13, -0.11, 0.07], [0.35, 0.18, 0.10], [0.42, 0.02, 0.16], [-0.32, -0.39, -0.70], [0.04, 0.06, 0.07], [-0.17, 0.07, 0.75], [-0.38, -0.08, -0.55], [0.33, 0.20, 0.03], [0.28, -0.15, -0.56], [-0.19, -0.06, 0.23], [0.53, 0.20, 0.25], [-0.45, -0.12, 0.07], [0.09, -0.14, 0.58], [0.14, 0.30, -0.38], [-0.09, -0.39, -0.05], [-0.08, 0.53, -0.06], [0.18, -0.16, 0.03], [0.22, -0.01, 0.05], [-0.10, 0.22, 0.06], [-0.06, 0.07, 0.02], [-0.01, 0.22, -0.12], [-0.53, 0.13, 0.15], [0.11, -0.57, -0.31], [0.04, 0.12, 0.32], [0.49, -0.09, -0.36], [-0.29, -0.34, 0.19], [-0.71, -0.05, 0.29], [0.16, -0.22, -0.33], [0.20, 0.36, 0.52], [-0.11, -0.09, -0.20], [0.16, 0.35, -0.35], [-0.21, -0.19, 0.06], [-0.10, 0.00, 0.02], [-0.02, 0.28, 0.09], [-0.09, -0.03, 0.01], [0.03, -0.03, 0.03], [0.01, 0.00, -0.05], [-0.02, 0.08, 0.03], [-0.08, 0.02, 0.00], [0.05, 0.09, 0.05], [-0.09, 0.01, 0.07], [0.05, -0.02, -0.20], [0.05, -0.03, -0.09], [-0.12, 0.01, -0.08], [-0.04, 0.10, -0.08], [-0.06, 0.01, 0.12], [-0.04, 0.11, 0.02], [-0.12, 0.01, 0.02], [0.00, 0.20, 0.17], [0.12, 0.06, 0.05], [-0.02, -0.09, -0.08], [-0.10, 0.05, 0.07], [0.06, 0.02, 0.02], [-0.24, -0.09, -0.04], [-0.04, 0.08, -0.01], [0.07, -0.17, -0.04], [-0.02, -0.01, -0.09], [0.15, -0.01, 0.14], [0.02, -0.07, -0.02], [-0.05, -0.09, 0.00], [-0.23, 0.08, -0.05], [0.06, 0.21, 0.22], [0.08, 0.07, 0.08], [0.06, 0.02, -0.08], [-0.04, 0.08, -0.09], [0.10, 0.12, 0.08], [-0.10, -0.01, 0.01], [0.07, 0.00, 0.02], [-0.06, 0.14, -0.08], [0.05, 0.02, -0.05], [0.01, -0.01, -0.12], [0.15, 0.00, 0.01], [0.04, -0.01, -0.03], [0.14, 0.00, -0.04]], "de_lowest_kj_mol": 0.0, "homo_lumo_gap_ev": 7.959, "smiles": "COc1ccc(-c2oc3c(CC=C(C)C)c(O[C@H]4O[C@@H](CO)[C@H](O)[C@H](O)[C@H]4O)cc(O)c3c(=O)c2O[C@H]2O[C@@H](C)[C@H](O)[C@H](O)[C@@H]2O)cc1", "total_energy_ha": -2410.09230, "largest_force_ev_per_a": 1.02, "charge": 0, "homo_energy_ev": -8.38, "multiplicity": 1}